Below is a molecular structure, C23H28N9O3Ru, with properties calculated with the ωB97M-V functional and the def2-TZVPD basis.

Output
- <S²> = 6.03
- ΔE to the lowest compared entry with this formula, charge and spin (kcal per mole) = 29.4
- orbital gap (alpha / beta) (eV) = 7.9 / 7.5
- 2S+1 = 5
- E_tot (eV) = -46434.0128
- HOMO energy (alpha / beta) (eV) = -10.758 / -11.212
- charge = +1

The geometry in XYZ format:
```
64
Properties=species:S:1:pos:R:3:forces:R:3:lowdin_spin:R:1
Ru 0.272 -0.189 -0.328 1.456 -0.495 0.346 2.290
O 1.085 6.760 0.183 -0.221 0.039 0.062 0.000
C 2.103 5.925 -0.303 0.459 0.092 -0.075 0.000
C 1.588 4.533 -0.512 0.010 -0.198 0.016 0.000
C 2.368 3.577 -1.168 -0.280 0.098 0.139 0.004
C 1.901 2.283 -1.262 0.229 0.113 -0.132 0.012
N 0.732 1.904 -0.746 -0.282 0.153 0.259 0.056
C -0.041 2.818 -0.137 0.478 0.180 -0.347 0.006
C 0.357 4.142 -0.006 -0.044 -0.158 -0.137 0.003
C -1.292 2.283 0.408 -0.725 -0.381 0.392 0.011
C -2.514 2.937 0.320 0.217 -0.067 -0.013 0.001
C -3.668 2.294 0.752 0.171 -0.214 0.189 0.005
C -5.024 2.926 0.539 -0.243 -0.297 -0.039 0.001
O -4.982 4.317 0.369 0.126 0.301 0.003 0.000
C -3.532 1.034 1.338 0.089 0.362 -0.114 0.003
C -2.278 0.457 1.413 -0.104 -0.101 0.215 0.013
N -1.185 1.047 0.931 0.067 0.389 -0.107 0.071
H 1.428 7.655 0.274 -0.042 -0.073 0.011 0.000
H 2.934 5.861 0.421 -0.077 0.018 -0.208 0.000
H 2.507 6.304 -1.253 0.007 -0.102 0.115 0.000
H 3.334 3.829 -1.578 0.068 0.033 -0.082 0.000
H 2.478 1.515 -1.765 -0.001 0.048 0.131 0.003
H -0.259 4.861 0.509 -0.109 0.019 0.048 0.001
H -2.590 3.909 -0.142 0.046 0.109 -0.016 0.000
H -5.711 2.637 1.347 0.152 -0.031 -0.135 0.000
H -5.431 2.522 -0.399 0.031 0.040 0.240 0.000
H -4.874 4.752 1.223 -0.037 -0.076 -0.056 0.000
H -4.389 0.502 1.723 -0.075 -0.055 0.029 0.000
H -2.127 -0.516 1.867 -0.047 0.018 -0.133 0.001
C 3.983 0.433 1.484 -0.341 -0.130 -0.109 0.041
C 2.756 -0.507 1.583 1.176 -0.215 1.381 0.135
C 2.022 -0.259 2.920 0.061 -0.073 -0.414 0.040
C 3.261 -1.976 1.527 -0.253 0.367 -0.187 0.048
N 1.908 -0.231 0.531 -0.814 0.239 -0.825 1.045
H 4.710 0.164 2.243 0.104 0.023 0.080 0.004
H 3.676 1.466 1.632 -0.012 0.115 0.005 0.001
H 4.435 0.341 0.498 0.144 -0.024 -0.048 0.002
H 2.664 -0.542 3.749 0.032 -0.047 0.148 0.006
H 1.106 -0.848 2.931 -0.038 -0.058 0.137 0.000
H 1.764 0.793 3.010 -0.038 0.107 0.041 0.000
H 4.146 -2.086 2.148 0.047 -0.032 0.082 0.005
H 3.514 -2.240 0.501 0.088 -0.051 -0.055 0.002
H 2.494 -2.652 1.891 -0.153 -0.145 0.014 0.001
C -0.774 -4.793 1.670 -0.561 -0.090 0.656 0.001
N -0.097 -4.245 0.516 0.155 0.280 -0.166 0.000
C 0.356 -5.031 -0.477 0.316 0.188 -0.534 -0.001
C 0.891 -4.512 -1.615 -0.088 -0.032 0.064 0.000
C 0.919 -3.101 -1.747 -0.212 -0.154 0.214 0.004
N 0.482 -2.345 -0.745 0.061 0.488 -0.051 0.033
C -0.056 -2.873 0.382 0.077 -0.373 -0.067 0.011
O -0.489 -2.110 1.242 -0.097 0.212 0.166 0.060
N 1.350 -2.493 -2.852 0.119 0.374 0.012 0.003
H -0.534 -5.848 1.762 0.083 -0.012 -0.004 0.000
H -1.852 -4.669 1.525 0.232 -0.095 0.127 0.000
H -0.471 -4.254 2.566 0.083 -0.081 -0.068 0.000
H 0.277 -6.097 -0.324 -0.041 -0.009 0.057 0.000
H 1.255 -5.132 -2.414 -0.002 -0.196 -0.013 0.000
H 1.656 -3.013 -3.657 -0.033 0.059 0.072 0.000
H 1.299 -1.483 -2.894 0.020 -0.322 -0.163 0.005
N -3.170 -4.013 -0.004 -0.251 -0.478 0.077 0.007
C -3.134 -3.021 -0.592 0.319 -0.714 0.409 0.001
N -3.098 -1.904 -1.232 -0.962 0.744 -0.621 0.011
C -2.150 -1.115 -1.376 0.193 0.494 -0.321 0.018
N -1.328 -0.288 -1.560 -0.734 -0.121 -0.698 0.031
```
Positions in Å, forces in eV/Å.